No. 1
This record from the OMol25 dataset describes the molecule C2H3NO2. The level of theory is the ωB97M-V functional and the def2-TZVPD basis.

Summary:
E_LUMO, eV: 0.3
Total energy, Ha: -283.23414
Highest occupied orbital energy, hartree: -0.3863
Energy above the lowest of the compared OMol25 structures with the same formula, charge and spin, eV: 0.650
Total charge: 0
SMILES: O=CNC=O
Frontier orbital gap, eV: 10.82
Molar mass, u: 73.05

Last columns: bonded neighbours and bond lengths (Å).
Positions of all 8 atoms, in Å:
1 O 1.508 1.249 -1.277  C2 1.208
2 C 0.590 0.942 -0.554  O1 1.208, N3 1.377, H6 1.107
3 N 0.408 -0.314 -0.020  C2 1.377, C4 1.432, H7 1.015
4 C -0.800 -0.714 0.637  N3 1.432, O5 1.200, H8 1.103
5 O -1.851 -0.848 0.075  C4 1.200
6 H -0.181 1.654 -0.201  C2 1.107
7 H 1.037 -1.046 -0.336  N3 1.015
8 H -0.694 -0.874 1.724  C4 1.103

=====

No. 2
This record from the OMol25 dataset describes the ion C4H6N2 with charge +1 in a non-equilibrium geometry. The level of theory is the ωB97M-V functional and the def2-TZVPD basis.

Summary:
E_LUMO (alpha / beta), eV: -4.2 / -7.9
Total energy, Ha: -265.21725
Highest occupied orbital energy (alpha / beta), hartree: -0.5624 / -0.5984
Energy above the lowest of the compared OMol25 structures with the same formula, charge and spin, eV: 0.312
Multiplicity: 2
Total charge: +1
Frontier orbital gap (alpha / beta), eV: 11.07 / 8.37
Molar mass, u: 82.11

Last columns: bonded neighbours and bond lengths (Å).
Positions of all 12 atoms, in Å:
1 C 0.002 -0.804 1.518  C2 1.480, H7 1.079, H8 1.084, H9 1.089
2 C 0.100 -0.284 0.135  C1 1.480, C3 1.460, N6 1.333
3 C 1.231 -0.043 -0.756  C2 1.460, N4 1.314, H10 1.074
4 N 0.856 0.723 -1.756  C3 1.314, C5 1.318
5 C -0.426 0.976 -1.584  N4 1.318, N6 1.397, H11 1.081
6 N -0.920 0.356 -0.435  C2 1.333, C5 1.397, H12 1.014
7 H -0.971 -0.541 1.902  C1 1.079
8 H 0.735 -0.366 2.185  C1 1.084
9 H -0.022 -1.893 1.537  C1 1.089
10 H 2.122 -0.641 -0.743  C3 1.074
11 H -0.973 1.787 -2.044  C5 1.081
12 H -1.733 0.732 0.040  N6 1.014

=====

No. 3
This record from the OMol25 dataset describes a cluster of 9 separate species, C27H40N2O26S in total in a non-equilibrium geometry. The level of theory is the ωB97M-V functional and the def2-TZVPD basis.

Summary:
E_LUMO, eV: 0.0
Total energy, Ha: -3516.72829
Highest occupied orbital energy, hartree: -0.3310
Total charge: 0
SMILES: CCNOC(=O)NS.O=C1OCCO1.O=C1OCCO1.O=C1OCCO1.O=C1OCCO1.O=C1OCCO1.O=C1OCCO1.O=C1OCCO1.O=C1OCCO1
Frontier orbital gap, eV: 8.99
Molar mass, u: 840.67

Last columns: bonded neighbours and bond lengths (Å).
Positions of all 96 atoms, in Å:
1 C -2.854 -2.677 2.411  C2 1.601, H9 1.137, H10 1.154, H11 1.154
2 C -3.269 -1.474 1.438  C1 1.601, N3 1.491, H12 1.149, H13 1.154
3 N -2.751 -1.571 0.043  C2 1.491, O4 1.380, H14 1.027
4 O -1.414 -1.907 -0.018  N3 1.380, C5 1.417
5 C -0.590 -0.927 0.591  O4 1.417, O6 1.254, N7 1.501
6 O -0.161 -1.033 1.764  C5 1.254
7 N -0.173 0.265 -0.222  C5 1.501, S8 1.752, H15 1.044
8 S -0.450 1.738 0.684  N7 1.752, H16 1.390
9 H -1.895 -3.220 2.130  C1 1.137
10 H -2.677 -2.236 3.463  C1 1.154
11 H -3.676 -3.477 2.527  C1 1.154
12 H -3.025 -0.428 1.847  C2 1.149
13 H -4.420 -1.502 1.365  C2 1.154
14 H -3.313 -2.264 -0.465  N3 1.027
15 H 0.863 0.171 -0.309  N7 1.044
16 H -0.208 1.538 2.038  S8 1.390
17 C 2.878 0.167 -3.794  C18 1.498, O22 1.423, H23 1.090, H24 1.094
18 C 3.582 -1.139 -3.583  C17 1.498, O19 1.423, H25 1.094, H26 1.089
19 O 4.138 -0.996 -2.281  C18 1.423, C20 1.358
20 C 3.394 -0.066 -1.628  O19 1.358, O21 1.201, O22 1.359
21 O 3.486 0.173 -0.455  C20 1.201
22 O 2.529 0.558 -2.471  C17 1.423, C20 1.359
23 H 1.990 0.066 -4.418  C17 1.090
24 H 3.531 0.929 -4.228  C17 1.094
25 H 2.894 -1.989 -3.582  C18 1.094
26 H 4.362 -1.315 -4.321  C18 1.089
27 C -1.503 -1.584 7.178  C28 1.499, O32 1.421, H33 1.091, H34 1.094
28 C -0.432 -2.617 6.992  C27 1.499, O29 1.421, H35 1.094, H36 1.091
29 O -1.159 -3.755 6.551  C28 1.421, C30 1.361
30 C -2.316 -3.302 5.994  O29 1.361, O31 1.196, O32 1.362
31 O -3.079 -3.983 5.376  C30 1.196
32 O -2.490 -1.972 6.232  C27 1.421, C30 1.362
33 H -1.147 -0.573 6.975  C27 1.091
34 H -1.942 -1.611 8.180  C27 1.094
35 H 0.290 -2.337 6.220  C28 1.094
36 H 0.104 -2.833 7.918  C28 1.091
37 C -5.195 2.063 3.269  C38 1.499, O42 1.421, H43 1.091, H44 1.094
38 C -5.869 1.130 4.228  C37 1.499, O39 1.421, H45 1.094, H46 1.091
39 O -6.673 0.323 3.377  C38 1.421, C40 1.360
40 C -6.110 0.361 2.140  O39 1.360, O41 1.199, O42 1.359
41 O -6.439 -0.341 1.226  C40 1.199
42 O -5.127 1.297 2.074  C37 1.421, C40 1.359
43 H -4.198 2.354 3.601  C37 1.091
44 H -5.783 2.965 3.077  C37 1.094
45 H -5.159 0.487 4.757  C38 1.094
46 H -6.484 1.656 4.960  C38 1.091
47 C 3.134 2.100 2.357  C48 1.492, O52 1.422, H53 1.090, H54 1.094
48 C 3.275 3.184 1.341  C47 1.492, O49 1.422, H55 1.094, H56 1.091
49 O 3.583 4.328 2.127  C48 1.422, C50 1.362
50 C 4.125 3.875 3.292  O49 1.362, O51 1.199, O52 1.363
51 O 4.648 4.577 4.112  C50 1.199
52 O 3.997 2.523 3.405  C47 1.422, C50 1.363
53 H 3.441 1.127 1.972  C47 1.090
54 H 2.115 2.023 2.748  C47 1.094
55 H 4.100 3.000 0.647  C48 1.094
56 H 2.359 3.340 0.770  C48 1.091
57 C 7.043 4.085 7.072  C58 1.498, O62 1.422, H63 1.091, H64 1.094
58 C 7.733 4.338 5.767  C57 1.498, O59 1.422, H65 1.094, H66 1.091
59 O 8.938 4.982 6.160  C58 1.422, C60 1.361
60 C 9.187 4.616 7.447  O59 1.361, O61 1.197, O62 1.362
61 O 10.207 4.845 8.029  C60 1.197
62 O 8.126 3.955 7.985  C57 1.422, C60 1.362
63 H 6.437 3.178 7.055  C57 1.091
64 H 6.416 4.925 7.384  C57 1.094
65 H 7.982 3.413 5.239  C58 1.094
66 H 7.148 4.978 5.105  C58 1.091
67 C -7.181 2.012 -0.774  C68 1.498, O72 1.422, H73 1.090, H74 1.093
68 C -8.119 2.199 -1.928  C67 1.498, O69 1.422, H75 1.094, H76 1.091
69 O -8.442 3.582 -1.858  C68 1.422, C70 1.362
70 C -7.424 4.198 -1.195  O69 1.362, O71 1.197, O72 1.361
71 O -7.297 5.385 -1.106  C70 1.197
72 O -6.571 3.290 -0.646  C67 1.422, C70 1.361
73 H -6.433 1.242 -0.964  C67 1.090
74 H -7.705 1.776 0.156  C67 1.093
75 H -7.642 1.996 -2.892  C68 1.094
76 H -9.016 1.585 -1.840  C68 1.091
77 C 4.237 -2.821 -7.203  C78 1.498, O82 1.423, H83 1.091, H84 1.093
78 C 3.885 -2.357 -8.584  C77 1.498, O79 1.422, H85 1.094, H86 1.091
79 O 2.565 -1.853 -8.427  C78 1.422, C80 1.358
80 C 2.418 -1.518 -7.118  O79 1.358, O81 1.198, O82 1.361
81 O 1.484 -0.910 -6.677  C80 1.198
82 O 3.466 -1.960 -6.372  C77 1.423, C80 1.361
83 H 5.301 -2.719 -6.987  C77 1.091
84 H 3.934 -3.855 -7.019  C77 1.093
85 H 4.533 -1.548 -8.933  C78 1.094
86 H 3.908 -3.167 -9.314  C78 1.091
87 C -0.371 -3.386 -8.677  C88 1.499, O92 1.422, H93 1.091, H94 1.094
88 C -1.569 -4.239 -8.967  C87 1.499, O89 1.422, H95 1.094, H96 1.091
89 O -1.000 -5.395 -9.570  C88 1.422, C90 1.361
90 C 0.291 -5.474 -9.148  O89 1.361, O91 1.197, O92 1.361
91 O 1.007 -6.415 -9.333  C90 1.197
92 O 0.664 -4.343 -8.488  C87 1.422, C90 1.361
93 H -0.501 -2.774 -7.783  C87 1.091
94 H -0.104 -2.738 -9.516  C87 1.094
95 H -2.100 -4.539 -8.059  C88 1.094
96 H -2.272 -3.754 -9.645  C88 1.091